Record 1
DFT (the ωB97M-V functional and the def2-TZVPD basis) results for C34H27ClFN4O5Zn as an isolated structure at a distorted geometry.

Geometry as XYZ:
```
73
C34H27ClFN4O5Zn (the ωB97M-V functional and the def2-TZVPD basis)
C 3.062 -3.489 -1.225
O -3.952 0.033 -2.107
C -0.227 -1.494 -3.949
H -3.590 4.952 2.982
C -2.419 1.058 -0.659
H -1.922 -2.579 2.438
N 0.531 -1.058 -2.943
C 6.282 -2.058 2.893
C 0.328 0.411 -5.266
F 1.517 3.531 3.222
C 6.659 -2.501 1.635
C 2.039 -2.440 0.071
H -5.081 3.457 2.275
C -4.213 4.129 0.401
H 1.699 1.772 -4.292
C -3.337 2.029 -0.425
H 4.656 -1.415 4.161
C -1.095 1.224 -0.134
C -0.937 2.310 0.854
H -4.460 6.178 0.975
H -2.478 6.232 2.532
H 7.697 -2.736 1.434
H 7.025 -1.943 3.672
H -4.552 4.259 -0.629
H -0.473 5.131 3.459
O -0.114 0.573 -0.526
H -5.776 2.699 0.846
Cl 1.427 -1.701 1.369
H 3.274 -3.015 -2.183
C 0.107 -2.286 1.836
Zn -0.374 -1.897 -1.161
C 4.002 -1.881 2.185
C 1.142 0.847 -4.225
C 0.257 2.420 1.578
C -1.964 3.238 1.073
C -5.384 3.635 1.243
H -4.298 1.942 -0.919
O -2.189 -1.177 -1.495
H 1.215 -5.474 -0.867
O -1.312 -3.409 -4.774
H 6.032 -3.005 -0.353
H -6.189 4.372 1.237
C 1.554 -3.425 -0.781
N 3.422 -2.512 -0.104
C -1.802 4.274 2.015
N 2.671 -1.646 2.230
C 0.848 -4.599 -0.332
H -2.950 5.838 0.131
H -2.103 -4.792 1.471
C 4.380 -2.361 0.875
C -1.193 -4.229 1.283
C -0.626 4.349 2.725
H 1.060 1.715 1.411
H 3.529 -4.470 -1.151
O -0.951 -3.275 -2.558
C 4.956 -1.755 3.178
C -1.082 -2.982 1.879
C -0.258 -4.904 0.445
C -2.889 -0.117 -1.510
C -2.901 5.283 2.199
C -0.917 -2.856 -3.752
C -3.646 5.458 0.883
C -0.348 -0.786 -5.137
H 1.186 -0.298 1.652
H 1.828 0.371 -2.237
H 0.708 -0.966 0.306
H -0.971 -1.204 -5.914
H 0.230 1.004 -6.167
C 1.216 0.078 -3.081
H -0.526 -5.951 0.329
C 5.719 -2.654 0.623
N -3.144 3.116 0.354
C 0.381 3.417 2.501
```

Its net charge is -1. For the HOMO energy, the calculation gives -3.41 eV. Its spin multiplicity is 1. The LUMO energy is 1.87 eV. The orbital gap is 5.273 eV. Its total energy is -4245.8932 a.u.

=====

Record 2
DFT (the ωB97M-V functional and the def2-TZVPD basis) results for a 2-piece molecular cluster, C6H17N3 overall at a distorted geometry.

Geometry as XYZ:
```
26
C6H17N3 (the ωB97M-V functional and the def2-TZVPD basis)
H 3.303 -0.488 -1.940
N -0.593 1.135 1.293
H 2.093 -1.543 -2.768
H 1.291 1.915 0.925
N 2.112 -2.819 -0.612
H 3.037 -3.058 -0.827
H 1.739 0.037 -2.203
H -2.017 2.840 -0.335
C 2.164 -0.847 -1.883
C -0.961 0.885 -0.096
H 1.804 -3.097 0.298
C -1.088 -0.515 -0.386
H -2.630 1.523 -1.386
C -1.636 0.822 2.252
H -2.740 0.899 1.782
H -1.528 -0.684 -1.424
H -0.511 -1.225 0.018
C -2.284 1.678 -0.427
H -0.080 1.334 -0.810
H 0.886 1.510 2.700
H -1.642 1.609 3.140
N 1.747 -1.376 -0.660
H -3.093 1.526 0.271
H 1.550 -3.419 -1.187
H -1.479 -0.167 2.567
C 0.555 1.524 1.697
```

Its net charge is +2. For the HOMO energy (alpha / beta), the calculation gives -15.83 / -18.75 eV. Its spin multiplicity is 1. The LUMO energy (alpha / beta) is -9.63 / -7.64 eV. The orbital gap (alpha / beta) is 6.203 / 11.112 eV. Its total energy is -402.2117 a.u.

=====

Record 3
DFT (the ωB97M-V functional and the def2-TZVPD basis) results for one molecule with the formula C4H6N2O.

Geometry as XYZ:
```
13
C4H6N2O (the ωB97M-V functional and the def2-TZVPD basis)
H -1.831 -1.318 1.344
N -1.146 -1.614 0.653
C 0.896 1.109 -0.685
C -0.267 0.291 -0.777
H 1.123 -0.826 1.845
H 2.466 1.106 0.904
O -1.229 0.269 -1.767
H 1.205 1.878 -1.380
C 1.553 0.734 0.461
H -1.659 -1.900 -0.174
C -0.274 -0.564 0.298
H -1.681 1.121 -1.767
N 0.844 -0.287 1.042
```

Its net charge is 0. For the HOMO energy, the calculation gives -7.67 eV. Its spin multiplicity is 1. The SMILES is Nc1[nH]ccc1O. The LUMO energy is 0.86 eV. The orbital gap is 8.533 eV. Its total energy is -340.7594 a.u.

=====

Record 4
DFT (the ωB97M-V functional and the def2-TZVPD basis) results for C18H14N6O5Pd as an isolated structure at a distorted geometry.

Geometry as XYZ:
```
44
C18H14N6O5Pd (the ωB97M-V functional and the def2-TZVPD basis)
N -2.788 -0.120 0.100
H -1.691 -0.426 -3.524
H 0.074 -0.763 -3.670
C -3.049 -1.169 -0.967
O 3.314 -1.195 -2.661
C -2.597 -0.834 3.769
O 4.795 3.948 -0.074
C 3.771 0.907 -1.685
C -2.812 1.221 1.882
O 1.043 -0.792 0.559
C -1.498 -3.037 -0.453
H -2.145 -3.548 0.274
N -3.232 1.936 0.733
C -2.660 0.513 4.190
O 0.427 0.971 1.685
H -2.695 0.666 5.269
C -2.623 -0.138 1.489
C 3.926 -0.040 -2.899
H 2.886 2.871 1.471
H -3.822 -1.845 -0.561
C -2.858 1.569 3.258
N -3.246 1.193 -0.275
C 3.138 2.283 0.578
N 2.873 0.371 -0.768
C 4.172 2.732 -0.250
C -0.828 -1.649 -2.017
C 1.258 0.446 0.897
C 2.396 1.130 0.215
H 0.467 -4.035 -0.258
H 4.804 4.130 0.877
N -1.934 -2.013 -1.285
H -0.490 0.361 -2.387
N 0.226 -2.404 -1.697
Pd 1.844 -1.210 -1.274
H -2.480 -1.637 4.553
C -0.199 -3.329 -0.746
O 4.559 0.208 -3.883
H -3.054 2.570 3.538
H -2.369 -2.174 1.974
H 5.221 2.507 -2.097
C -0.767 -0.555 -2.972
H -3.287 -0.507 -1.849
C -2.493 -1.172 2.407
C 4.425 2.057 -1.465
```

Its net charge is 0. For the HOMO energy (alpha / beta), the calculation gives -7.61 / -8.86 eV. Its spin multiplicity is 3. The LUMO energy (alpha / beta) is -0.30 / -1.85 eV. The orbital gap (alpha / beta) is 7.314 / 7.011 eV. Its total energy is -1526.8602 a.u.

=====

Record 5
DFT (the ωB97M-V functional and the def2-TZVPD basis) results for C32H39BrN10O4RbS as an isolated structure at a distorted geometry.

Geometry as XYZ:
```
88
C32H39BrN10O4RbS (the ωB97M-V functional and the def2-TZVPD basis)
C -4.151 -2.644 -1.150
C -4.176 -2.369 -5.279
C -5.076 -3.441 -1.844
C 4.619 0.486 2.456
C -3.314 -1.466 -5.850
C -3.503 4.686 -1.893
H 8.860 1.277 3.433
O 2.959 -2.069 1.958
N 0.899 0.737 2.399
C -2.457 -0.688 -5.074
C -3.314 -1.749 -3.075
H 1.178 -2.988 1.885
N 2.585 -0.560 0.056
C 4.949 -0.496 1.543
C -2.697 4.394 0.343
H -3.308 -1.339 -6.925
C -4.184 5.830 -1.512
H -4.845 -2.962 -5.888
N 0.159 -2.591 -0.502
C -0.242 -3.601 0.460
H 1.475 1.517 2.708
H -1.318 -3.772 0.339
C 0.182 0.148 3.526
N -3.304 -1.843 -1.734
H 0.646 0.415 4.494
H -3.275 0.572 1.655
S 3.649 -1.494 0.813
N -0.563 -1.982 2.379
O 4.245 -2.470 -0.073
H -4.115 -2.671 -0.068
C -3.352 5.550 0.738
C -2.757 3.958 -0.975
H -3.892 -1.432 2.843
H -5.772 -3.985 -3.794
Rb -0.135 0.270 -0.228
C 6.954 0.944 2.808
H 1.952 2.219 -3.173
H -1.245 0.793 -3.203
C 7.274 -0.055 1.888
H -1.766 -0.142 -1.920
H 1.119 -2.309 -0.308
O -1.406 2.692 -2.465
H -1.807 0.027 -5.559
H 6.492 -1.558 0.562
H 8.312 -0.267 1.674
N 2.197 0.910 -1.645
H 0.271 -4.571 0.302
H -5.751 -4.082 -1.296
H 3.584 0.669 2.688
C 0.107 -3.180 1.887
C -2.054 2.657 -1.408
H -2.687 -0.533 3.775
C -4.090 6.249 -0.199
C 5.614 1.208 3.085
H -3.297 5.901 1.760
C 4.045 2.017 -2.660
O -2.244 1.680 -0.666
H 4.432 2.683 -3.415
H -2.337 -2.962 1.997
C -5.088 -3.384 -3.210
H -3.549 4.347 -2.917
N -2.569 -0.150 1.743
H 1.234 -1.678 3.370
N 4.410 0.513 -0.863
N -1.540 -0.140 -2.912
Br -5.011 7.840 0.336
H 7.684 2.175 4.247
C -4.201 -2.517 -3.882
H -1.972 -2.811 3.727
C 0.189 -1.382 3.472
C 4.866 1.348 -1.767
H -0.090 -4.035 2.561
C 2.687 1.746 -2.530
H 0.145 -2.986 -1.438
C -2.417 -0.815 -3.691
C -2.848 -1.059 2.827
H -2.523 -0.646 0.858
H 5.360 1.976 3.803
H 5.945 1.477 -1.772
C -1.931 -2.284 2.750
H -4.779 6.386 -2.224
N 7.953 1.713 3.393
C 3.076 0.288 -0.827
H -0.840 0.534 3.513
C 6.272 -0.772 1.266
H 1.515 0.038 1.987
H -0.176 -1.766 4.444
H -2.131 3.820 1.063
```

Its net charge is -1. For the HOMO energy, the calculation gives -5.17 eV. Its spin multiplicity is 1. The LUMO energy is 2.13 eV. The orbital gap is 7.297 eV. Its total energy is -5087.7870 a.u.

=====

Record 6
DFT (the ωB97M-V functional and the def2-TZVPD basis) results for one molecule with the formula C7H12O at a distorted geometry.

Geometry as XYZ:
```
20
C7H12O (the ωB97M-V functional and the def2-TZVPD basis)
O -1.212 -1.926 0.767
H 1.344 -2.954 0.359
H 1.589 1.322 -0.285
C -1.406 0.799 -0.918
C 1.318 -1.820 0.104
C -0.388 -1.361 -0.161
H 3.052 -0.764 -0.529
H -1.137 -1.422 1.584
H -2.229 0.909 -0.243
C 1.988 -0.800 -0.411
H -1.431 0.078 -1.790
C -0.251 0.173 -0.118
H 1.202 0.354 -1.739
H -0.938 1.731 -1.106
H -0.553 -1.878 -1.109
H 0.217 -0.058 2.055
C -0.338 0.610 1.349
H -1.420 0.832 1.849
C 1.186 0.411 -0.724
H 0.043 1.654 1.548
```

Its net charge is 0. For the HOMO energy, the calculation gives -8.82 eV. Its spin multiplicity is 1. The SMILES is CC1(C)CC=C[C@H]1O. The LUMO energy is 0.83 eV. The orbital gap is 9.657 eV. Its total energy is -349.0566 a.u.

=====

Record 7
DFT (the ωB97M-V functional and the def2-TZVPD basis) results for C61H53BrCdF4N5O4P2S2Sb as an isolated structure.

Geometry as XYZ:
```
134
C61H53BrCdF4N5O4P2S2Sb (the ωB97M-V functional and the def2-TZVPD basis)
O -2.141 5.529 0.547
H -4.267 -2.847 -5.912
F 2.752 1.972 4.725
H 3.915 -3.507 -4.714
C -4.739 -2.662 3.100
H -6.508 3.322 4.600
C 4.232 4.248 -1.490
H -2.449 -0.062 6.487
H 3.957 0.674 -3.828
C -3.950 -3.527 1.005
C -2.154 -6.499 0.850
N -3.106 4.832 0.322
H 0.123 5.903 2.367
H -4.991 3.447 5.494
H -2.607 -0.612 -1.835
H -4.888 0.865 5.525
C 3.190 4.618 1.719
C -3.067 -3.402 -2.298
C 0.085 -7.293 -0.614
H -1.217 2.078 6.554
C 1.602 2.858 2.163
C 2.731 0.358 2.990
H -0.019 -5.372 -1.561
H 2.171 3.813 -1.859
F 4.917 0.942 5.829
C 5.036 -0.726 4.189
H -3.990 0.404 -3.625
C 4.423 0.384 4.736
C 0.903 5.169 2.215
C -1.589 -7.750 1.063
H -7.156 -4.465 1.547
H 2.432 6.623 1.826
H 0.351 2.665 4.763
O -4.186 5.216 -0.080
H -0.582 2.819 -4.652
H -2.749 -2.341 2.344
H -3.021 -6.192 1.423
F 5.117 -2.359 2.534
C -1.697 2.793 0.390
C 3.313 2.022 -1.469
C -5.823 1.417 5.445
C -0.729 -0.331 3.588
C 2.621 -0.521 -2.624
C 4.506 -1.296 3.044
H -2.945 2.194 -5.050
C -0.466 -6.040 -0.834
C 3.376 -0.762 2.453
H -4.780 -0.140 0.150
N -0.922 0.487 -2.257
C 2.590 -2.876 -3.150
C -3.212 1.261 0.576
C 4.028 -1.390 -4.380
H -5.928 1.171 2.231
H 4.700 0.452 -0.957
O -4.239 4.113 3.024
C -2.597 -3.316 -4.650
C 3.570 -0.320 -3.629
H -5.360 -4.736 -0.109
C 5.640 2.376 -0.945
H -2.018 -8.414 1.801
C -1.593 -0.671 4.617
H -5.859 -2.613 -4.037
C 5.478 3.740 -1.154
C -0.006 0.863 3.635
C -1.586 -5.657 -0.100
H -2.134 -1.609 4.582
C 2.196 5.570 1.907
H -6.521 0.832 4.844
C -5.975 -3.253 2.869
H -1.901 -3.411 -5.473
C -2.376 1.706 -4.268
C -2.968 0.721 -3.471
C 3.146 3.395 -1.635
H -1.119 -3.757 -3.164
N 0.968 1.717 -2.790
H -5.103 -2.965 -1.717
H -5.518 3.663 0.493
H -4.161 -0.170 1.818
H -0.728 3.246 0.269
H -5.819 2.010 -0.025
H -0.395 3.527 2.635
H 6.324 4.407 -1.050
H 2.209 -3.873 -2.960
C -3.718 -2.798 2.168
C 2.894 3.267 1.835
F 6.115 -1.235 4.750
H -6.767 -3.148 3.599
N -3.863 2.443 0.551
P 1.199 1.087 2.288
C 2.129 -1.804 -2.399
C -5.308 2.625 0.715
S -4.641 2.766 3.342
C -5.583 2.799 4.845
C -1.769 0.195 5.684
H 4.767 -1.228 -5.154
C 4.563 1.518 -1.102
C -0.193 1.733 4.708
C -2.160 -3.518 -3.350
N -1.904 1.441 0.482
H -3.182 -0.833 0.513
H 6.609 1.978 -0.674
Br 2.798 -1.632 0.885
H -0.590 -1.016 2.755
H -6.251 1.523 6.441
C -2.891 3.413 0.447
H 1.424 2.303 -3.476
C -3.927 -2.994 -4.894
C -1.079 1.399 5.723
C -2.204 0.154 -2.485
O -3.648 1.716 3.417
S -0.620 -2.366 0.189
C -1.067 2.058 -4.054
P 1.938 0.864 -1.666
H -6.765 2.742 2.276
C -0.477 -8.143 0.332
C 0.608 3.819 2.351
C -5.184 -4.135 0.776
H 4.202 4.925 1.485
C -4.398 -3.069 -2.534
C -3.885 -0.045 0.768
C 3.291 0.905 4.137
C -4.824 -2.863 -3.842
H 1.369 -1.973 -1.645
Sb -2.375 -3.745 -0.355
H 3.681 2.536 1.682
H 4.100 5.313 -1.637
H -0.043 -9.121 0.500
C -5.809 2.247 2.101
H -4.569 -2.103 4.010
Cd -0.064 0.133 0.009
C -0.358 1.412 -3.034
C 3.544 -2.671 -4.135
C -6.198 -3.991 1.714
H 0.953 -7.607 -1.178
```

Its net charge is +2. For the HOMO energy, the calculation gives -12.68 eV. Its spin multiplicity is 1. The LUMO energy is -4.39 eV. The orbital gap is 8.286 eV. Its total energy is -7791.1043 a.u.

=====

Record 8
DFT (the ωB97M-V functional and the def2-TZVPD basis) results for a 2-piece molecular cluster, C10H10BF2O8S overall at a distorted geometry.

Geometry as XYZ:
```
32
C10H10BF2O8S (the ωB97M-V functional and the def2-TZVPD basis)
H 0.529 -1.035 -3.966
C 0.308 -1.128 -2.904
O -1.601 5.314 1.971
H -2.985 -2.117 -0.284
O -1.528 3.019 1.371
C -2.297 -2.804 -0.792
H -0.581 -1.380 0.795
O 0.105 5.991 0.682
C 1.618 0.179 0.346
C -1.077 -1.988 -1.186
S 2.888 -1.972 0.711
H -1.363 -2.397 -3.285
C -0.626 5.133 1.101
H 2.186 -4.265 0.529
C -0.581 3.659 0.718
H -2.781 -3.226 -1.673
C 1.079 -0.460 -1.992
O 2.043 -0.762 1.395
O 2.237 -4.283 1.502
O 2.874 -3.103 1.944
B -2.264 4.001 2.226
H 2.519 0.543 -0.156
H 1.911 0.163 -2.302
O 4.263 -1.569 0.618
H 1.080 1.019 0.785
C 0.750 -0.571 -0.660
C -0.320 -1.328 -0.259
F -3.605 4.054 1.853
O 0.192 3.152 -0.056
H -2.058 -3.592 -0.071
F -2.148 3.652 3.570
C -0.765 -1.897 -2.530
```

Its net charge is -1. For the HOMO energy, the calculation gives -6.72 eV. Its spin multiplicity is 1. The LUMO energy is 2.13 eV. The orbital gap is 8.854 eV. Its total energy is -1611.9616 a.u.

=====

Record 9
DFT (the ωB97M-V functional and the def2-TZVPD basis) results for CH2N2O6S2 as an isolated structure at a distorted geometry.

Geometry as XYZ:
```
13
CH2N2O6S2 (the ωB97M-V functional and the def2-TZVPD basis)
H 0.291 0.039 -2.383
O 0.390 -0.926 2.416
N 0.004 -1.785 0.208
N 0.450 -0.318 -1.520
O -0.275 2.359 2.009
O -2.149 1.059 0.965
C -0.146 -1.481 -1.059
H 0.785 0.372 -0.881
S 0.565 -0.552 1.025
O 1.975 -0.183 0.682
S -0.760 1.513 0.902
O -0.511 2.129 -0.406
O -0.618 -2.228 -1.958
```

Its net charge is -2. For the HOMO energy, the calculation gives -1.49 eV. Its spin multiplicity is 1. The LUMO energy is 6.17 eV. The orbital gap is 7.661 eV. Its total energy is -1396.6623 a.u.

=====

Record 10
DFT (the ωB97M-V functional and the def2-TZVPD basis) results for CF3MgNO4S3Sc as an isolated structure at a distorted geometry.

Geometry as XYZ:
```
14
CF3MgNO4S3Sc (the ωB97M-V functional and the def2-TZVPD basis)
O 0.765 0.329 -0.243
N -1.084 1.573 1.135
O -1.537 -0.255 -2.321
S -0.278 0.373 0.854
O 1.692 -1.646 -2.536
F 1.575 0.985 2.542
F 1.592 -1.096 1.997
C 0.816 -0.072 2.295
S 0.908 -1.341 -4.065
F 0.065 -0.349 3.343
S -2.117 -0.933 -1.015
O -1.038 -1.034 0.592
Mg -1.566 2.807 -0.351
Sc 0.208 0.657 -2.226
```

Its net charge is +1. For the HOMO energy (alpha / beta), the calculation gives -11.99 / -12.41 eV. Its spin multiplicity is 1. The LUMO energy (alpha / beta) is -5.74 / -6.97 eV. The orbital gap (alpha / beta) is 6.249 / 5.440 eV. Its total energy is -2848.4091 a.u.